Entry 1:
Molecular formula: C27H26IrN4O3STe
Method: DFT, ωB97M-V/def2-TZVPD

Results
Relative energy (zero: lowest compared OMol25 entry of this formula, charge and spin) ... 0.0 kJ/mol
HOMO-LUMO gap ... 5.6182 eV
Net charge ... -1
DFT total energy ... -2259.8768 Eh
2S+1 ... 1

Structure (XYZ):
```
63
Properties=species:S:1:pos:R:3:forces:R:3:nbo_charge:R:1
Ir 0.070 -0.706 -0.028 -0.4 -0.5 -0.2 0.55
Te -1.874 -0.922 -1.634 0.2 0.0 0.1 -0.71
S 0.995 3.744 1.130 0.0 -0.1 0.0 2.29
O 0.093 3.261 -2.364 0.0 0.0 0.0 -0.63
O 0.127 3.408 2.243 0.0 0.0 0.0 -0.99
O 2.409 3.768 1.439 0.0 0.0 0.0 -0.97
N 0.671 2.870 -0.167 0.0 0.3 0.1 -0.93
N -2.463 2.072 1.844 -0.1 0.1 0.1 -0.38
N -5.734 7.985 1.674 0.0 0.0 0.0 -0.33
N -1.135 0.464 1.193 0.0 0.0 0.0 -0.48
C -1.844 1.489 0.793 0.1 0.0 -0.1 0.27
C -4.805 4.787 2.702 0.0 0.0 0.0 -0.15
C 2.187 -0.398 -0.434 0.2 0.1 0.2 0.00
C 2.827 0.775 -1.097 0.0 0.0 0.0 -0.64
C 2.078 -0.631 0.977 0.0 0.1 -0.2 -0.07
C 2.483 0.302 2.075 0.0 0.0 0.0 -0.64
C 0.684 -3.860 -0.397 0.0 0.0 0.0 -0.63
C -4.146 3.573 2.737 0.0 0.0 0.1 -0.25
C 0.312 3.640 -1.223 0.1 0.0 -0.1 0.61
C 1.704 -1.570 -1.134 -0.2 0.1 0.0 -0.09
C -2.859 4.218 0.805 0.0 0.0 0.0 -0.24
C 1.225 -2.489 -0.153 0.1 0.0 0.1 -0.02
C 1.445 -1.896 1.158 0.0 -0.1 0.0 -0.08
C -3.523 5.428 0.762 0.0 0.0 0.0 -0.13
C 0.169 5.105 -0.846 0.0 0.0 0.1 -0.15
C 1.192 -2.556 2.474 -0.1 0.0 0.0 -0.63
C 0.408 6.567 1.064 0.0 0.0 0.0 -0.22
C 1.746 -1.760 -2.614 0.0 0.0 0.0 -0.63
C -3.166 3.291 1.794 0.0 0.0 0.0 0.28
C 0.513 5.324 0.471 -0.1 0.0 -0.1 -0.24
C -1.290 0.376 2.559 0.0 0.0 0.0 -0.06
C -4.497 5.720 1.716 0.1 -0.1 0.0 -0.20
C -0.296 6.143 -1.634 0.0 0.0 0.0 -0.18
C -0.062 7.613 0.278 0.0 0.0 0.0 -0.22
C -0.409 7.403 -1.056 0.0 0.0 0.0 -0.22
C -5.180 6.978 1.689 -0.1 0.2 0.0 0.29
C -2.116 1.362 2.979 0.1 0.0 -0.1 -0.08
H 0.257 -3.934 -1.395 0.0 0.0 0.0 0.24
H 2.806 1.266 1.686 0.0 0.0 0.0 0.26
H -4.399 2.837 3.488 0.0 0.0 0.0 0.22
H -3.269 6.154 0.001 0.0 0.0 0.0 0.24
H -0.795 -0.386 3.133 0.0 0.0 0.0 0.22
H 3.300 -0.122 2.665 0.0 0.0 0.0 0.21
H 1.479 -4.606 -0.293 0.0 0.0 0.0 0.20
H 0.673 6.718 2.103 0.0 0.0 0.0 0.22
H -0.775 8.236 -1.645 0.0 0.0 0.0 0.21
H 1.544 -0.816 -3.118 0.0 0.0 0.0 0.24
H 2.730 -2.124 -2.929 0.0 0.0 0.0 0.20
H 0.984 -2.465 -2.940 0.0 0.0 0.0 0.24
H 2.034 -3.194 2.760 0.0 0.0 0.0 0.21
H 1.651 0.506 2.752 0.0 0.0 0.0 0.23
H -0.106 -4.093 0.315 0.0 0.0 0.0 0.23
H 2.943 1.610 -0.409 0.0 0.0 0.0 0.25
H 3.811 0.482 -1.478 0.0 0.0 0.0 0.20
H 2.218 1.132 -1.927 0.0 0.0 0.0 0.25
H 1.064 -1.810 3.259 0.0 0.0 0.0 0.22
H -5.569 5.014 3.434 0.0 0.0 0.0 0.22
H -0.565 5.955 -2.666 0.0 0.0 0.0 0.23
H -2.424 1.661 3.963 0.0 0.0 0.0 0.22
H -2.081 4.004 0.089 0.0 0.0 0.0 0.25
H 0.296 -3.176 2.444 0.0 0.0 0.0 0.22
H -1.937 1.800 -0.231 0.0 0.0 0.0 0.26
H -0.166 8.601 0.707 0.0 0.0 0.0 0.21
```
Positions in Å, forces in eV/Å.

=====

Entry 2:
Molecular formula: C27H26KN3O2Te4
Method: DFT, ωB97M-V/def2-TZVPD

Results
Relative energy (zero: lowest compared OMol25 entry of this formula, charge and spin) ... 0.0 kJ/mol
HOMO-LUMO gap (alpha / beta) ... 2.7794 / 2.7639 eV
Net charge ... -2
DFT total energy ... -3031.3176 Eh
2S+1 ... 1

Structure (XYZ):
```
63
Properties=species:S:1:pos:R:3:forces:R:3:nbo_charge:R:1
Te -2.261 -1.804 5.642 0.2 -0.1 -0.1 -0.40
Te -5.961 0.249 4.551 0.2 0.0 -0.1 -0.60
Te -2.176 -1.202 2.658 -0.6 -0.2 0.4 0.43
Te -3.302 0.405 4.479 -0.4 0.3 0.3 0.32
K 0.503 -0.692 0.876 1.0 0.0 0.5 0.88
O -1.601 -1.041 0.041 -1.2 -0.6 -1.0 -0.73
O -2.943 0.265 1.135 -0.1 0.0 -0.1 -0.75
N 2.977 -0.749 0.912 1.0 -0.1 -0.1 -0.59
N 1.482 -3.112 0.664 0.4 -0.6 0.1 -0.58
N 1.543 1.611 1.157 0.3 0.7 -0.1 -0.59
C 3.549 2.927 0.725 -0.1 -0.2 0.0 -0.23
C 0.815 -4.270 0.610 0.1 0.0 0.0 0.24
C 3.642 -1.943 0.841 -0.1 0.1 0.0 0.17
C -2.391 -0.091 0.037 -0.4 0.3 0.1 0.77
C 5.756 -0.780 0.802 0.0 0.0 0.0 -0.20
C -2.287 1.178 -3.534 0.1 -0.2 0.1 -0.24
C -2.013 0.413 -2.398 0.2 -0.1 -0.4 0.05
C 3.673 0.426 0.920 -0.1 -0.1 0.0 0.18
C 2.797 -5.593 0.956 -0.2 -0.1 0.0 -0.25
C 1.419 4.017 1.007 0.2 -0.1 0.0 -0.40
C -0.964 -0.668 -2.546 0.0 0.1 0.0 -0.62
C 5.090 0.431 0.909 0.0 -0.1 0.0 -0.35
C 2.875 -3.168 0.838 -0.2 0.0 -0.1 0.05
C -4.459 2.101 0.044 0.0 0.0 -0.1 -0.63
C -3.508 3.000 -4.763 0.0 0.0 0.0 -0.62
C -2.708 0.690 -1.215 0.2 -0.3 0.5 -0.13
C -3.905 2.440 -2.346 -0.1 0.0 0.2 -0.24
C 3.511 -4.434 1.015 -0.1 0.2 0.0 -0.24
C 2.925 1.664 0.943 -0.1 0.0 0.0 0.04
C 5.059 -1.976 0.744 -0.1 0.1 0.0 -0.35
C -0.629 2.638 1.412 0.1 0.0 0.0 -0.64
C -0.686 -4.185 0.461 0.0 0.0 0.0 -0.65
C 1.394 -5.530 0.716 0.2 0.1 0.0 -0.41
C 2.824 4.081 0.751 -0.2 0.1 0.0 -0.25
C -3.224 2.193 -3.526 0.0 0.0 -0.1 0.00
C -3.666 1.713 -1.182 -0.3 0.3 -0.1 0.05
C 0.860 2.760 1.185 0.2 0.1 0.0 0.24
H 0.780 -6.421 0.663 0.0 0.0 0.0 0.18
H -2.736 2.850 -5.518 0.0 0.0 0.0 0.21
H -1.070 -5.067 -0.056 0.0 0.0 0.0 0.20
H 3.310 5.035 0.570 0.0 0.0 0.0 0.18
H 5.649 1.353 0.991 0.0 0.0 0.0 0.19
H -1.737 0.969 -4.445 0.0 0.0 0.0 0.20
H -0.845 1.913 2.201 0.0 0.0 0.0 0.21
H -0.091 -0.491 -1.918 0.0 0.1 0.0 0.23
H -5.189 2.863 -0.228 0.0 0.0 0.0 0.19
H -3.812 2.497 0.826 0.0 0.0 0.0 0.24
H -4.467 2.717 -5.202 0.0 0.0 0.0 0.21
H -1.069 3.597 1.690 0.0 0.0 0.0 0.20
H 5.590 -2.905 0.604 0.0 0.0 0.0 0.19
H -4.979 1.254 0.487 0.0 0.0 0.0 0.25
H -1.170 -4.149 1.442 0.0 0.0 0.0 0.21
H -1.129 2.298 0.501 0.0 0.0 0.0 0.20
H -1.347 -1.646 -2.263 0.0 0.0 0.0 0.24
H -3.556 4.065 -4.531 0.0 0.0 0.0 0.21
H -4.643 3.235 -2.317 0.0 0.0 0.0 0.19
H 4.608 2.973 0.510 0.0 0.0 0.0 0.19
H -0.628 -0.703 -3.582 0.0 0.0 0.0 0.19
H -0.983 -3.294 -0.090 0.0 0.0 0.0 0.23
H 3.291 -6.547 1.109 0.0 0.0 0.0 0.18
H 4.570 -4.475 1.234 0.0 0.0 0.0 0.19
H 6.842 -0.792 0.758 0.0 0.0 0.0 0.18
H 0.802 4.907 1.047 0.0 0.0 0.0 0.18
```
Positions in Å, forces in eV/Å.

=====

Entry 3:
Molecular formula: C27H26N8O7S2Ti
Method: DFT, ωB97M-V/def2-TZVPD

Results
Relative energy (zero: lowest compared OMol25 entry of this formula, charge and spin) ... 16.8 kJ/mol
HOMO-LUMO gap ... 7.0442 eV
Net charge ... +2
DFT total energy ... -3654.5532 Eh
2S+1 ... 1

Structure (XYZ):
```
71
Properties=species:S:1:pos:R:3:forces:R:3:mulliken_charge:R:1
Ti 1.093 -0.295 0.643 0.0 -0.3 -0.2 -1.28
S 3.080 1.344 0.095 0.0 0.3 0.0 1.87
S -3.452 -2.261 -1.406 -0.3 0.0 0.1 1.30
O 2.757 -0.061 -0.407 0.0 0.2 0.2 -0.44
O -3.226 0.765 -4.005 0.1 0.1 -0.3 -0.64
O -2.385 -2.256 -0.420 0.0 0.1 0.1 -0.67
O -3.005 2.172 -2.383 0.2 0.2 0.0 -0.61
O 2.220 -0.551 2.233 0.3 -0.1 0.1 -0.23
O 4.122 1.448 1.057 -0.1 -0.1 0.1 -0.62
O -4.088 -1.013 -1.751 0.1 0.0 0.1 -0.72
N 3.618 -1.253 3.849 0.0 0.0 0.0 -0.33
N 0.489 -2.198 1.043 -0.3 -0.6 -0.1 -0.43
N -0.388 0.536 1.861 0.2 0.3 0.1 0.71
N -0.022 -0.292 -1.078 -0.3 0.1 -0.2 1.69
N -1.281 -0.901 -2.771 0.2 0.1 -0.1 0.23
N 2.577 -4.650 4.583 0.0 -0.1 0.1 -0.37
N -2.711 1.171 -2.991 -0.4 -0.3 0.4 1.24
N 1.571 1.623 0.632 0.3 -0.1 0.8 0.66
C 2.440 2.559 -2.236 0.1 0.0 0.0 -0.32
C 4.962 3.762 -2.393 0.0 0.0 0.1 -0.77
C 4.007 3.980 -3.374 0.0 0.0 0.0 -0.46
C 0.241 3.257 4.291 0.0 0.0 -0.1 -0.91
C 1.231 2.268 1.862 0.0 -0.1 -0.2 0.43
C 0.435 -2.560 -2.045 0.0 0.0 0.0 -2.17
C -2.752 -2.904 -2.914 0.0 -0.2 -0.2 -0.80
C 1.849 3.314 2.478 0.1 0.2 -0.1 -0.82
C 1.347 3.805 3.710 0.0 -0.1 -0.1 -0.98
C 3.414 2.352 -1.259 0.1 0.1 -0.2 0.34
C -0.407 2.159 3.669 -0.3 0.0 0.1 0.49
C -0.915 0.737 -1.334 0.2 0.0 0.1 -0.81
C -6.100 -2.925 -0.948 0.0 0.0 0.0 -1.06
C -0.274 -1.262 -1.964 0.0 0.0 0.0 0.73
C -1.473 -0.046 2.359 0.0 -0.1 0.0 -0.22
C 0.109 1.659 2.471 0.3 0.1 -0.1 0.63
C -1.677 0.364 -2.374 0.0 0.1 -0.1 -0.78
C -1.989 -1.824 -3.679 0.1 0.1 -0.1 -1.17
C 1.935 -2.754 2.985 0.0 -0.1 0.1 -0.66
C 2.618 -1.491 3.026 -0.1 0.1 0.0 1.17
C 2.750 3.383 -3.299 0.0 0.0 0.0 -0.77
C -1.562 1.517 4.170 0.0 0.0 0.0 -0.57
C 4.675 2.941 -1.313 -0.1 0.1 -0.2 -0.46
C -4.676 -3.466 -0.918 0.0 0.0 0.1 -0.69
C 2.240 -3.835 3.846 0.0 0.1 -0.1 -0.28
C -2.105 0.444 3.506 0.0 0.0 -0.1 -1.19
C 1.033 -2.684 1.962 0.2 0.1 -0.1 1.00
H -6.273 -2.233 -0.127 0.0 0.0 0.0 0.33
H -4.553 -4.321 -1.584 0.0 0.0 0.0 0.47
H -0.941 1.659 -0.781 0.0 0.0 0.0 0.89
H -0.152 3.646 5.221 0.0 0.0 0.0 0.47
H 2.017 3.570 -4.071 0.0 0.0 0.0 0.45
H -2.658 -1.220 -4.281 0.0 0.0 0.1 0.44
H -2.134 -3.760 -2.642 0.0 0.0 0.0 0.44
H 0.366 -2.980 -3.045 0.0 0.0 0.0 0.50
H 1.493 -2.428 -1.814 0.0 0.0 0.0 0.41
H -3.577 -3.251 -3.536 0.0 0.0 0.0 0.69
H 3.960 -1.968 4.475 0.0 0.0 0.0 0.25
H 4.240 4.627 -4.208 0.0 0.0 0.0 0.43
H -2.995 -0.049 3.867 0.0 0.0 0.0 0.47
H -1.252 -2.278 -4.338 0.0 0.0 0.0 0.46
H 5.402 2.761 -0.536 0.0 0.0 0.0 0.54
H -2.018 1.880 5.082 0.0 0.0 0.0 0.50
H 1.848 4.637 4.182 0.0 0.0 0.0 0.44
H -1.838 -0.922 1.834 0.0 0.0 0.0 0.68
H -4.353 -3.771 0.077 -0.1 0.0 0.0 0.37
H 4.086 -0.360 3.813 0.0 0.0 0.0 0.24
H -6.317 -2.405 -1.878 0.0 0.0 0.0 0.32
H -6.789 -3.761 -0.849 0.0 0.0 0.0 0.39
H 1.466 2.094 -2.162 0.0 0.0 0.0 0.32
H 2.712 3.786 2.028 0.0 0.0 0.0 0.55
H 5.933 4.232 -2.464 0.0 0.0 0.0 0.43
H 0.003 -3.262 -1.330 0.0 0.0 0.0 0.30
```
Positions in Å, forces in eV/Å.

=====

Entry 4:
Molecular formula: C27H27AlF10N5S2
Method: DFT, ωB97M-V/def2-TZVPD

Results
HOMO-LUMO gap ... 6.2198 eV
Net charge ... -1
DFT total energy ... -3356.3744 Eh
2S+1 ... 1

Structure (XYZ):
```
72
Properties=species:S:1:pos:R:3:forces:R:3:mulliken_charge:R:1
S -1.779 1.826 -0.867 -0.8 -0.2 0.7 -0.64
S 1.601 2.116 -1.290 0.2 -1.2 1.1 -0.59
Al -0.068 0.775 0.298 0.6 0.5 -0.6 -1.28
F -1.341 -4.005 5.223 -0.5 -0.6 0.3 -0.33
F -0.008 -2.385 1.046 0.1 0.5 0.7 -0.21
F 3.909 -3.094 -1.488 0.1 1.1 0.6 -0.31
F 2.486 -0.805 -1.411 0.6 -0.7 1.6 -0.39
F 3.928 -3.338 3.208 -0.3 0.6 -0.7 -0.36
F 5.036 -4.142 0.823 -0.1 0.0 -0.1 -0.31
F 2.252 -1.275 3.330 0.2 0.1 0.5 -0.41
F -3.966 -0.780 2.907 -0.4 0.4 0.2 -0.34
F 0.136 -4.214 2.955 1.1 -0.7 0.2 -0.32
F -3.858 -2.635 4.875 1.3 0.2 -0.4 -0.32
N 0.022 2.584 1.639 1.4 0.7 -0.4 1.03
N -0.161 -0.472 -1.468 -0.3 0.0 -2.1 0.13
N 1.652 0.398 1.081 0.2 -0.9 0.4 1.40
N -1.340 0.023 1.696 0.1 0.3 -1.1 0.55
N -0.529 -1.845 -1.637 -0.5 0.0 1.9 -0.03
C -0.681 -3.195 3.118 -1.9 -0.4 0.6 0.56
C 1.475 2.623 2.006 -0.7 0.7 -0.4 -1.85
C -0.280 3.984 1.199 -0.2 -0.2 -0.3 -1.47
C -0.882 -2.349 -2.926 1.6 -0.3 -1.1 1.55
C -1.662 -1.152 2.276 -0.1 0.5 0.6 0.70
C 2.867 -1.346 -0.179 -0.2 1.0 -1.4 -0.32
C -1.333 4.830 -3.441 0.1 -0.1 0.1 -0.47
C 2.850 -1.509 2.156 -1.0 0.4 -0.9 0.13
C 0.477 3.110 -2.021 -3.5 1.9 -1.6 0.57
C 0.894 4.135 -2.919 0.0 -0.7 0.8 -0.69
C -1.920 1.192 2.287 -1.1 1.3 1.3 -0.94
C -1.658 -3.278 4.141 1.0 0.5 -0.4 0.00
C 0.318 -2.259 -3.928 -0.6 -0.1 -1.5 -1.65
C -1.854 3.815 -2.674 2.9 -0.8 1.4 -1.19
C -1.185 -3.849 -2.714 -2.6 0.8 0.1 -1.63
C 4.237 -3.079 0.869 -2.4 1.7 -0.3 0.24
C -2.128 -1.656 -3.437 -0.8 -1.5 -1.5 -1.76
C 0.046 5.000 -3.562 -0.7 0.1 0.1 -0.64
C -2.820 -1.432 3.116 2.1 -0.4 -0.8 -0.48
C -1.002 2.999 -1.849 1.8 1.3 -2.2 1.01
C -0.751 -2.231 2.179 -0.2 -0.1 -0.9 0.17
C 2.092 1.285 2.148 -0.4 -1.0 0.8 -0.33
C 2.420 -0.732 1.036 0.8 -1.6 -0.9 -0.01
C 3.711 -2.441 -0.303 0.5 -1.9 1.3 0.31
C -2.751 -2.447 4.070 -1.3 0.1 0.1 0.38
C -0.833 2.188 2.766 -0.1 -0.5 -0.2 -0.90
C 3.630 -2.640 2.071 2.0 -1.0 -0.1 0.43
H 3.173 1.430 2.102 0.1 -0.1 0.1 0.46
H 0.281 4.313 0.302 -0.1 -0.7 0.5 0.29
H -2.610 1.745 1.647 0.1 -0.1 -0.3 0.12
H 0.449 5.818 -4.139 0.0 0.1 -0.2 0.35
H 0.667 -0.257 -2.053 -0.1 0.0 0.6 0.21
H -2.050 5.479 -3.880 -0.2 0.6 -0.7 0.36
H -0.416 -4.548 -2.913 1.1 -0.4 -0.1 0.36
H -0.182 1.679 3.469 -0.1 -0.1 0.4 0.33
H -0.906 0.063 -1.989 0.7 -0.5 1.2 0.02
H -1.267 3.079 3.243 0.0 -0.3 0.0 0.37
H -2.876 3.600 -2.640 -1.5 0.0 0.1 0.52
H 1.983 3.176 1.234 0.0 0.0 -0.6 0.65
H -1.339 4.071 0.954 0.0 0.0 0.1 0.43
H 1.842 0.845 3.137 0.2 0.4 -0.3 0.37
H 1.297 -2.665 -3.570 -0.9 0.4 0.0 0.22
H 0.187 -2.427 -1.250 0.4 -0.1 0.5 0.11
H 1.957 4.222 -3.072 0.3 0.1 0.0 0.41
H -0.011 4.674 2.017 -0.2 -0.2 -0.1 0.43
H 0.445 -1.259 -4.395 0.1 -0.3 0.7 0.32
H -2.399 -2.151 -4.440 0.2 0.8 1.4 0.45
H -2.034 -0.602 -3.613 0.2 0.6 0.0 0.40
H -2.044 -4.122 -3.397 0.8 0.1 0.8 0.38
H 1.652 3.215 2.891 -0.2 0.2 0.8 0.34
H -2.956 -1.824 -2.732 0.2 0.1 -0.2 0.34
H -0.002 -2.868 -4.805 0.4 0.1 0.4 0.53
H -1.537 -3.929 -1.667 0.1 -0.3 -0.5 0.36
H -2.553 0.947 3.153 0.4 0.0 0.0 0.83
```
Positions in Å, forces in eV/Å.

=====

Among the records above, which one has the highest DFT total energy? C27H26IrN4O3STe

=====

Which formula does entry 1 have? C27H26IrN4O3STe